A structure of composition C54H46AsCl5N2O3P2PbSe2 in a non-equilibrium geometry, computed with ωB97M-V with the def2-TZVPD basis set.

The value obtained for the LUMO energy is -0.38 eV. As for the relative energy (zero: lowest compared OMol25 entry of this formula, charge and spin): 43.9 kJ/mol.

Element x y z (Å)
Pb -0.1261 0.6481 -0.5265
O -0.2264 6.2661 -5.0288
C 0.6124 5.1946 -5.4432
C 0.5916 4.0997 -4.3781
C -0.8831 3.6870 -4.2237
O -1.0749 2.6393 -3.3031
C 1.1963 4.6780 -3.0857
Se 1.7458 3.3193 -1.7821
C 1.4871 2.9659 -4.8844
Se 2.0529 1.7199 -3.4782
H -0.2048 6.9572 -5.6956
H 1.6443 5.5357 -5.5759
H 0.2702 4.7727 -6.3949
H -1.2561 3.3846 -5.2121
H -1.4380 4.5753 -3.9157
H -1.9806 2.6677 -2.9679
H 0.4891 5.3425 -2.5913
H 2.0992 5.2402 -3.3181
H 2.4086 3.3774 -5.2929
H 0.9867 2.3879 -5.6622
Cl 7.2498 -2.8799 0.5636
C 5.5932 -2.5885 0.1675
C 5.0961 -1.2927 0.0773
Cl 6.1599 0.0398 0.3646
C 3.7546 -1.0725 -0.2144
Cl 3.1687 0.5555 -0.3143
C 2.7976 -2.1020 -0.4064
O 1.5674 -1.8683 -0.6134
C 3.3709 -3.4131 -0.3358
Cl 2.3144 -4.7585 -0.5956
C 4.7095 -3.6473 -0.0571
Cl 5.3094 -5.2640 0.0394
N -2.4057 -1.7790 -0.7062
P -1.5847 -1.6233 0.8027
C -1.8168 -3.3306 1.4035
C -0.7542 -4.2184 1.2959
C -0.9302 -5.5598 1.6100
C -2.1700 -6.0115 2.0383
C -3.2319 -5.1203 2.1635
C -3.0617 -3.7808 1.8478
C -2.7496 -0.7455 1.9099
C -3.7937 0.0525 1.4620
C -4.4990 0.8482 2.3586
C -4.1692 0.8436 3.7053
C -3.1444 0.0240 4.1669
C -2.4338 -0.7570 3.2720
P -1.5704 -1.2399 -2.0937
C -2.9458 -1.2001 -3.2872
C -4.0823 -0.4568 -2.9562
C -5.1481 -0.3836 -3.8380
C -5.0853 -1.0388 -5.0619
C -3.9555 -1.7700 -5.3997
C -2.8830 -1.8462 -4.5201
C -0.5160 -2.5695 -2.7176
C 0.6463 -2.1779 -3.3764
C 1.5062 -3.1330 -3.9017
C 1.2020 -4.4808 -3.7665
C 0.0462 -4.8717 -3.1027
C -0.8125 -3.9197 -2.5773
H -3.0128 -2.5824 -0.8194
H 0.2033 -3.8483 0.9470
H -0.0965 -6.2460 1.5161
H -2.3156 -7.0582 2.2746
H -4.1946 -5.4707 2.5151
H -3.8896 -3.0896 1.9504
H -4.0502 0.0610 0.4111
H -5.2996 1.4804 1.9946
H -4.7048 1.4827 4.3963
H -2.8907 0.0087 5.2199
H -1.6251 -1.3868 3.6339
H -4.1238 0.0702 -2.0102
H -6.0284 0.1898 -3.5745
H -5.9159 -0.9751 -5.7543
H -3.9084 -2.2876 -6.3498
H -2.0034 -2.4152 -4.7909
H 0.8867 -1.1226 -3.4589
H 2.4155 -2.8233 -4.4025
H 1.8734 -5.2305 -4.1656
H -0.1802 -5.9245 -2.9885
H -1.7027 -4.2352 -2.0428
N -3.0676 2.4846 -1.1062
C -2.1874 1.8196 -0.7557
C -0.4095 2.3071 6.9739
C 0.3524 1.1726 6.7356
C 0.6901 0.8136 5.4344
C 0.2749 1.5912 4.3574
C -0.5240 2.7059 4.6041
C -0.8562 3.0673 5.9008
As 0.7492 1.1128 2.4985
C 1.5516 2.8304 2.0007
C 0.5936 3.7920 1.6682
C 0.9625 5.0890 1.3416
C 2.3059 5.4407 1.3286
C 3.2684 4.4792 1.6025
C 2.8976 3.1801 1.9249
C 2.1594 -0.1651 2.9219
C 1.8010 -1.5084 2.8437
C 2.7148 -2.5102 3.1431
C 4.0090 -2.1756 3.5139
C 4.3663 -0.8383 3.6345
C 3.4425 0.1607 3.3598
H -0.6616 2.5921 7.9880
H 0.6932 0.5611 7.5626
H 1.2790 -0.0789 5.2719
H -0.8999 3.3004 3.7821
H -1.4678 3.9449 6.0740
H -0.4560 3.5146 1.6360
H 0.2018 5.8209 1.0975
H 2.6002 6.4557 1.0919
H 4.3198 4.7361 1.5606
H 3.6726 2.4460 2.0764
H 0.8003 -1.7762 2.5309
H 2.4186 -3.5506 3.0700
H 4.7361 -2.9547 3.7124
H 5.3674 -0.5691 3.9502
H 3.7221 1.1905 3.5209

Mulliken population analysis, charges in e, atoms 1 to 8: number 1, Pb, carries 2.6837; number 2, O, carries -0.5223; number 3, C, carries -1.5530; number 4, C, carries 1.3380; number 5, C, carries -1.2552; number 6, O, carries 0.0059; number 7, C, carries -0.9881; number 8, Se, carries 0.1632

The molecule C23H31N3O4S, computed with ωB97M-V with the def2-TZVPD basis set.

The value obtained for the LUMO energy is 0.56 eV. As for the relative energy (zero: lowest compared OMol25 entry of this formula, charge and spin): 197.6 kJ/mol. Its SMILES is CC(C)(C)NS(=O)(=O)c1ccc(OCC(=O)N2CCN(Cc3ccccc3)CC2)cc1.

Element x y z (Å)
C -1.7155 0.3734 5.6804
C -2.7820 0.4563 4.5837
C -3.9634 -0.4604 4.9182
C -3.2623 1.8951 4.4240
N -2.2353 0.0036 3.2982
S -1.2369 1.0231 2.4080
O -0.1775 1.5588 3.2247
O -2.0582 1.9554 1.6987
C -0.5719 -0.1877 1.2789
C 0.6457 -0.7852 1.5528
C 1.1138 -1.7828 0.7254
C 0.3562 -2.1964 -0.3764
O 0.9041 -3.2011 -1.1085
C 0.1866 -3.7337 -2.2050
C -0.0737 -2.7609 -3.3655
O -1.2010 -2.6563 -3.8178
N 0.9758 -2.0896 -3.8650
C 2.3344 -2.0871 -3.3771
C 2.6345 -0.7431 -2.7078
N 2.4115 0.3278 -3.6602
C 2.8503 1.6302 -3.1672
C 2.1309 2.0984 -1.9251
C 2.6212 1.7856 -0.6626
C 1.9343 2.1682 0.4758
C 0.7424 2.8636 0.3691
C 0.2425 3.1751 -0.8832
C 0.9341 2.7986 -2.0214
C 1.0363 0.3179 -4.1246
C 0.7477 -1.0166 -4.8119
C -0.8631 -1.5786 -0.6497
C -1.3187 -0.5717 0.1846
H -1.4069 -0.6598 5.8358
H -2.1061 0.7620 6.6172
H -0.8471 0.9587 5.3890
H -4.4161 -0.1560 5.8579
H -4.7093 -0.4046 4.1307
H -3.6326 -1.4927 5.0087
H -2.4153 2.5531 4.2504
H -3.9292 1.9722 3.5702
H -3.7851 2.2149 5.3221
H -1.7634 -0.8835 3.4076
H 1.2089 -0.4522 2.4100
H 2.0594 -2.2682 0.9085
H 0.7906 -4.5738 -2.5611
H -0.7900 -4.1157 -1.8841
H 2.9979 -2.2090 -4.2404
H 2.5049 -2.9006 -2.6761
H 2.0026 -0.6376 -1.8088
H 3.6822 -0.7212 -2.4001
H 3.9233 1.5507 -2.9706
H 2.7021 2.3457 -3.9805
H 3.5568 1.2506 -0.5721
H 2.3254 1.9295 1.4531
H 0.2055 3.1535 1.2569
H -0.6884 3.7143 -0.9695
H 0.5480 3.0623 -2.9963
H 0.3171 0.4548 -3.2982
H 0.9058 1.1304 -4.8418
H 1.4195 -1.1493 -5.6642
H -0.2894 -1.0671 -5.1444
H -1.4585 -1.8693 -1.4996
H -2.2550 -0.0721 -0.0038

Mulliken population analysis, charges in e, atoms 1 to 8: number 1, C, carries -1.5391; number 2, C, carries 1.5091; number 3, C, carries -1.7264; number 4, C, carries -1.7571; number 5, N, carries -0.2098; number 6, S, carries 1.3926; number 7, O, carries -0.6930; number 8, O, carries -0.6640

Going through the records in order, we get electronic energy values of -343836.8492 -47849.8276 eV.
Going through the records in order, we get HOMO-LUMO gap values of 0.2437 0.3390 Eh.